[1]
13
Properties=species:S:1:pos:R:3 method="wB97M-V/def2-TZVPD" e_homo_ev=-6.36 orbital_gap_ha=0.2345 relative_energy_kj_mol=135.8 total_charge=0
C -1.185 -1.676 0.601
S -1.509 -0.256 -0.528
H -2.141 -1.999 1.032
H -0.824 -2.509 -0.007
H -0.532 -1.451 1.453
N 1.772 0.406 1.118
C 1.380 0.432 -0.148
N 0.945 1.483 -0.784
H 1.566 1.192 1.713
H 1.990 -0.451 1.593
H 1.249 -0.551 -0.598
H 0.200 1.240 -1.435
H 0.702 2.294 -0.233


[2]
59
Properties=species:S:1:pos:R:3 method="wB97M-V/def2-TZVPD" e_homo_ev=-4.16 orbital_gap_ha=0.1374 total_charge=-1
C 2.114 2.099 -5.474
C 1.344 0.888 -4.969
N 0.050 1.150 -4.361
Al -1.159 2.145 -5.332
O -0.853 2.207 -7.061
P -3.298 1.068 -5.030
S -3.450 -0.432 -6.344
C -1.306 4.050 -4.532
F -0.186 4.792 -4.846
F -1.386 4.053 -3.151
C -2.490 4.904 -4.989
F -3.625 4.552 -4.355
F -2.701 4.764 -6.314
F -2.304 6.230 -4.760
H 2.348 2.800 -4.678
H 1.586 2.630 -6.259
H 3.061 1.765 -5.901
H 1.260 0.164 -5.774
H 1.980 0.412 -4.217
H 0.187 1.503 -3.425
H -1.500 2.745 -7.508
H -4.402 1.947 -5.127
H -3.405 0.513 -3.737
C -0.335 1.868 0.653
C -0.185 1.520 1.927
C 1.021 0.796 2.387
O 1.160 0.471 3.553
C 2.060 0.474 1.379
C 1.912 0.822 0.104
C 0.700 1.547 -0.358
O 0.565 1.860 -1.517
H -1.210 2.392 0.290
H -0.926 1.739 2.680
H 2.933 -0.056 1.738
H 2.653 0.595 -0.653
C -1.597 -1.650 4.454
C -1.848 -2.675 5.264
C -2.794 -3.751 4.872
O -3.026 -4.686 5.608
C -3.448 -3.641 3.543
C -3.198 -2.616 2.734
C -2.253 -1.541 3.128
O -2.024 -0.607 2.391
H -0.909 -0.854 4.715
H -1.378 -2.776 6.233
H -4.131 -4.437 3.278
H -3.662 -2.514 1.761
C 3.720 -4.543 4.473
C 2.673 -4.531 5.293
C 2.042 -3.255 5.716
O 1.090 -3.250 6.466
C 2.621 -1.994 5.190
C 3.670 -2.008 4.372
C 4.302 -3.281 3.948
O 5.256 -3.294 3.202
H 4.197 -5.460 4.151
H 2.232 -5.438 5.687
H 2.145 -1.075 5.503
H 4.107 -1.099 3.979


[3]
21
Properties=species:S:1:pos:R:3 method="wB97M-V/def2-TZVPD" e_homo_ev=-10.80 orbital_gap_ha=0.2459 relative_energy_kj_mol=105.1 total_charge=+1
S -1.149 -1.766 -0.424
S 1.456 -1.656 -1.885
C -2.292 -3.126 -0.116
C 0.543 -1.038 -3.309
C 0.193 -2.722 -1.179
H -1.860 -3.874 0.570
H -2.582 -3.632 -1.052
H -3.198 -2.703 0.350
H 0.253 -1.856 -3.990
H -0.368 -0.494 -3.007
H 1.203 -0.343 -3.855
H 0.695 -3.351 -0.419
H -0.216 -3.396 -1.956
C 0.596 4.375 2.309
N 1.240 3.103 2.763
H 1.322 4.996 1.757
H 0.228 4.950 3.175
H -0.257 4.157 1.644
H 1.588 2.557 1.949
H 2.044 3.303 3.390
H 0.559 2.514 3.284


[4]
72
Properties=species:S:1:pos:R:3 method="wB97M-V/def2-TZVPD" e_homo_ev=-7.50 orbital_gap_ha=0.2527 relative_energy_kj_mol=69.5 total_charge=0
Y 0.859 -0.803 1.705
O 2.460 1.060 5.273
C 1.688 0.585 4.473
N 1.792 -0.619 3.819
C 2.411 -1.645 4.498
O 2.585 -1.733 5.693
C 2.830 -2.779 3.598
C 3.617 -3.799 4.107
C 4.052 -4.782 3.238
C 3.682 -4.709 1.905
C 2.871 -3.669 1.487
N 2.444 -2.715 2.323
C 0.417 1.335 4.125
C 0.151 2.545 4.742
C -1.096 3.117 4.558
C -2.031 2.447 3.781
C -1.659 1.264 3.162
N -0.447 0.727 3.301
H 3.872 -3.783 5.156
H 4.679 -5.590 3.591
H 4.010 -5.448 1.187
H 2.543 -3.584 0.462
H 0.912 2.977 5.375
H -1.348 4.057 5.030
H -3.032 2.829 3.639
H -2.358 0.719 2.535
S 1.329 -1.979 -2.858
C 1.341 -1.828 -1.217
S 0.171 -2.662 -0.187
S 2.512 -0.801 -0.421
C -4.829 -2.928 -0.526
O -3.845 -2.164 -1.241
C -3.187 -1.260 -0.527
O -3.349 -1.067 0.662
C -2.230 -0.453 -1.318
C -2.273 -0.314 -2.636
As -1.025 0.647 -3.817
C -2.206 2.169 -4.219
C 0.116 1.610 -2.536
C 0.194 1.411 -1.222
As -1.086 0.487 -0.089
C -2.219 2.065 0.161
C 1.254 1.932 -0.308
O 1.185 1.739 0.910
O 2.241 2.572 -0.875
C 3.340 2.936 -0.018
C 0.950 2.628 -3.256
O 0.888 3.809 -3.038
O 1.656 2.062 -4.234
C 2.432 2.967 -5.035
C -3.377 -0.892 -3.493
O -4.384 -0.257 -3.668
O -3.184 -2.056 -4.103
C -2.020 -2.849 -3.799
H -5.280 -3.579 -1.267
H -5.573 -2.263 -0.092
H -4.347 -3.507 0.260
H -3.006 1.816 -4.867
H -1.618 2.917 -4.751
H -2.634 2.605 -3.320
H -2.391 2.509 -0.821
H -1.726 2.786 0.811
H -3.173 1.762 0.593
H 4.048 3.442 -0.666
H 3.774 2.032 0.407
H 2.991 3.598 0.771
H 2.859 2.359 -5.825
H 3.216 3.420 -4.430
H 1.793 3.751 -5.442
H -2.263 -3.848 -4.147
H -1.811 -2.863 -2.732
H -1.155 -2.463 -4.336


[5]
12
Properties=species:S:1:pos:R:3 method="wB97M-V/def2-TZVPD" e_homo_ev="-7.04 / -7.04" orbital_gap_ha="0.2810 / 0.2809" relative_energy_kj_mol=470.9 total_charge=0
N 1.667 0.251 -0.500
C 0.597 0.134 0.304
O 0.762 -0.101 1.538
C -0.757 0.278 -0.221
C -1.185 -0.279 -1.353
N -0.493 -0.704 2.035
H 2.599 0.193 -0.118
H 1.531 0.637 -1.420
H -1.393 0.889 0.413
H -0.585 -1.006 -1.894
H -2.191 -0.092 -1.711
H -0.552 -0.199 2.926


[6]
69
Properties=species:S:1:pos:R:3 method="wB97M-V/def2-TZVPD" e_homo_ev=-12.85 orbital_gap_ha=0.3733 relative_energy_kj_mol=324.3 total_charge=+1
Ba -0.603 0.140 -0.341
C 2.367 -0.003 -2.294
C 2.430 1.407 -1.739
O 1.829 1.522 -0.444
C 2.699 1.524 0.687
C 3.091 0.135 1.128
O 1.959 -0.699 1.341
C 1.601 -0.940 2.694
C 0.836 0.193 3.338
O -0.303 0.584 2.581
C -1.557 0.051 3.004
C -1.726 -1.430 2.724
O -1.322 -1.693 1.386
C -1.221 -3.093 1.084
C -0.892 -3.272 -0.379
O 0.302 -2.524 -0.648
C 0.937 -2.787 -1.906
C 0.701 -1.666 -2.906
O 0.991 -0.371 -2.344
H 2.926 -0.706 -1.672
H 2.794 -0.001 -3.300
H 1.852 2.054 -2.399
H 3.462 1.764 -1.721
H 2.149 2.032 1.477
H 3.598 2.108 0.472
H 3.704 0.211 2.033
H 3.702 -0.346 0.364
H 2.492 -1.141 3.298
H 0.997 -1.845 2.677
H 1.469 1.076 3.431
H 0.545 -0.106 4.351
H -2.308 0.617 2.450
H -1.711 0.229 4.072
H -2.777 -1.696 2.865
H -1.125 -2.034 3.411
H -2.163 -3.598 1.311
H -0.427 -3.532 1.695
H -1.716 -2.920 -1.001
H -0.731 -4.335 -0.570
H 0.578 -3.723 -2.340
H 2.001 -2.899 -1.697
H -0.347 -1.630 -3.189
H 1.298 -1.832 -3.806
F -3.855 -0.023 0.058
Te -3.370 0.310 -1.781
F -3.616 0.156 -3.611
F -2.365 1.777 -2.459
F -4.725 1.558 -1.734
F -4.689 -0.991 -1.875
O -1.955 -0.780 -1.705
O -2.300 1.743 -0.119
C -2.909 2.788 0.299
C -2.121 4.051 0.501
C -2.636 5.261 -0.334
C -3.865 4.965 -1.199
C -5.154 4.807 -0.384
C -4.938 3.995 0.888
N -4.175 2.767 0.613
H -1.092 3.820 0.246
H -2.146 4.280 1.570
H -1.823 5.593 -0.977
H -2.855 6.090 0.341
H -3.688 4.064 -1.797
H -3.994 5.775 -1.916
H -5.920 4.330 -0.997
H -5.540 5.786 -0.087
H -5.878 3.694 1.340
H -4.395 4.577 1.632
H -4.677 1.901 0.439


[7]
60
Properties=species:S:1:pos:R:3 method="wB97M-V/def2-TZVPD" e_homo_ev=-2.43 orbital_gap_ha=0.1542 relative_energy_kj_mol=0.0 total_charge=-1
C -4.859 2.839 -0.553
C -4.943 1.483 -0.762
C -3.902 0.534 -0.320
O -3.757 -0.520 -0.909
O -3.167 0.963 0.719
C -2.098 0.092 1.095
C -0.904 0.122 0.138
C 0.079 1.282 0.385
C 0.173 2.367 -0.713
C -1.085 2.624 -1.540
C -1.097 1.907 -2.903
N -0.012 2.409 -3.751
P 0.994 1.265 -4.365
C 1.713 0.164 -3.024
C 0.072 0.060 -5.472
H -4.649 3.562 -1.336
H -4.938 3.233 0.459
H -5.779 1.067 -1.313
H -1.748 0.384 2.082
H -2.431 -0.942 1.189
H -0.370 -0.805 0.359
H -1.241 0.035 -0.889
H -0.087 1.750 1.353
H 1.069 0.834 0.455
H 0.398 3.305 -0.197
H 0.993 2.212 -1.408
H -2.014 2.388 -1.010
H -1.122 3.690 -1.773
H -2.095 2.083 -3.342
H -1.005 0.815 -2.792
H 2.091 -0.770 -3.441
H 2.499 0.719 -2.519
H 0.978 -0.093 -2.248
H -0.171 0.624 -6.368
H -0.837 -0.338 -5.011
H 0.759 -0.743 -5.743
Cl 1.746 0.900 3.140
C 3.421 1.184 2.843
C 4.140 0.380 1.970
Cl 3.379 -0.919 1.127
C 5.490 0.620 1.759
C 6.120 1.665 2.414
C 5.399 2.475 3.281
C 4.052 2.234 3.495
H 6.047 -0.009 1.079
H 7.172 1.849 2.246
H 5.886 3.295 3.792
H 3.489 2.861 4.171
Cl -1.637 -2.577 4.069
C -1.365 -3.825 2.904
C -0.238 -3.826 2.094
Cl 0.960 -2.590 2.210
C -0.059 -4.840 1.163
C -0.999 -5.848 1.043
C -2.124 -5.849 1.857
C -2.305 -4.838 2.785
H 0.817 -4.837 0.530
H -0.856 -6.634 0.313
H -2.861 -6.636 1.768
H -3.181 -4.834 3.418


[8]
20
Properties=species:S:1:pos:R:3 method="wB97M-V/def2-TZVPD" e_homo_ev=-9.72 orbital_gap_ha=0.3652 relative_energy_kj_mol=536.5 total_charge=0
C 1.358 -2.015 1.784
C -2.096 0.103 -3.180
C 1.611 -0.681 1.882
C -2.049 -0.461 0.306
C 1.530 0.246 0.711
C -1.769 0.099 -1.050
C 1.451 1.735 1.014
N -1.951 -0.884 1.339
O 1.409 -0.107 -0.438
H 1.534 -2.543 2.718
H 1.087 -2.709 0.851
H -1.834 1.139 -3.370
H -1.357 -0.620 -3.298
H 2.086 -0.310 2.861
H -1.684 1.204 -0.946
H -0.714 -0.271 -1.138
H -3.034 -0.089 -3.548
H 2.576 1.986 1.333
H 0.739 1.925 1.958
H 1.105 2.253 0.213


[9]
10
Properties=species:S:1:pos:R:3 method="wB97M-V/def2-TZVPD" e_homo_ev=-10.22 orbital_gap_ha=0.4080 smiles=C#C.C#N.C#N relative_energy_kj_mol=438.3 total_charge=0
C 1.477 0.892 -0.406
C 1.574 -0.292 -0.588
H 1.879 1.874 -0.417
H 1.809 -1.301 -0.794
C -1.297 -1.717 0.238
N -0.262 -2.027 -0.168
H -2.294 -1.647 0.599
C -0.830 1.318 0.457
N -1.751 0.668 0.703
H -0.305 2.232 0.376


[10]
96
Properties=species:S:1:pos:R:3 method="wB97M-V/def2-TZVPD" e_homo_ev="-11.16 / -11.15" orbital_gap_ha="0.3194 / 0.2081" multiplicity=5 total_charge=+1
Os -1.312 0.115 -0.053
O -4.433 2.188 1.199
C -3.955 1.189 0.733
O -2.977 1.221 -0.229
C -4.379 -0.211 1.092
C -4.265 -1.133 -0.125
C -5.028 -2.388 0.149
C -4.137 -3.147 1.166
C -2.981 -2.183 1.360
O -2.805 -1.628 -0.049
C -3.471 -0.956 2.151
C -2.296 -0.176 2.724
O -2.140 0.293 3.809
O -1.263 -0.189 1.803
H -5.426 -0.134 1.450
H -4.484 -0.646 -1.102
H -5.131 -2.927 -0.812
H -6.032 -2.105 0.510
H -3.737 -4.106 0.751
H -4.567 -3.326 2.180
H -2.066 -2.666 1.733
H -4.065 -1.222 3.049
C -1.402 3.127 -2.413
C 0.085 2.722 -2.409
C 0.722 2.868 -3.816
C 0.858 3.537 -1.401
C 0.796 4.904 -1.577
C 1.382 5.766 -0.675
C 2.106 5.250 0.359
C 2.197 3.853 0.593
C 3.041 3.495 1.822
C 2.521 2.318 2.642
C 4.550 3.341 1.521
C 1.538 2.957 -0.308
N 1.664 1.541 -0.221
B 0.655 0.359 -0.036
N 1.657 -0.791 0.218
C 2.958 -0.333 0.041
C 2.960 0.974 -0.278
C 1.417 -2.112 0.748
C 1.557 -2.345 2.155
C 1.219 -3.576 2.726
C 0.601 -4.522 1.931
C 0.552 -4.361 0.558
C 1.024 -3.215 -0.071
C 1.233 -3.356 -1.559
C 1.750 -2.179 -2.383
C -0.075 -3.899 -2.241
C 2.126 -1.376 3.121
C 3.398 -1.916 3.812
C 1.107 -1.058 4.218
H -2.002 2.532 -3.118
H -1.456 4.167 -2.753
H -1.858 3.065 -1.412
H 0.129 1.664 -2.143
H 0.642 3.886 -4.246
H 0.263 2.146 -4.527
H 1.804 2.625 -3.756
H 0.174 5.218 -2.412
H 1.191 6.833 -0.732
H 2.660 5.882 1.033
H 2.986 4.383 2.482
H 2.837 1.361 2.250
H 1.420 2.305 2.711
H 2.932 2.391 3.660
H 4.752 2.323 1.173
H 5.143 3.531 2.447
H 4.911 4.033 0.724
H 3.847 -0.950 0.051
H 3.859 1.545 -0.517
H 1.441 -3.701 3.793
H 0.237 -5.437 2.389
H 0.110 -5.109 -0.063
H 1.987 -4.142 -1.669
H 1.061 -1.329 -2.467
H 1.970 -2.545 -3.432
H 2.685 -1.773 -1.945
H -0.927 -3.258 -1.981
H -0.347 -4.930 -1.962
H 0.056 -3.868 -3.319
H 2.416 -0.465 2.597
H 3.149 -2.822 4.399
H 3.841 -1.181 4.503
H 4.194 -2.178 3.072
H 0.836 -1.950 4.808
H 0.140 -0.608 3.878
H 1.469 -0.323 4.979
C -2.917 0.388 -5.125
C -2.159 -0.682 -4.297
C -2.004 -0.241 -2.883
N -1.481 -0.162 -1.800
H -3.207 0.053 -6.150
H -2.310 1.295 -5.231
H -3.822 0.732 -4.584
H -1.177 -0.926 -4.724
H -2.722 -1.614 -4.267


[11]
22
Properties=species:S:1:pos:R:3 method="wB97M-V/def2-TZVPD" e_homo_ev="-2.83 / -9.53" orbital_gap_ha="0.1323 / 0.3767" multiplicity=2 relative_energy_kj_mol=180.0 total_charge=0
N -0.744 0.593 1.417
C -0.197 0.874 0.017
C 0.114 2.324 -0.114
C 1.069 -0.012 -0.099
N 1.316 -0.202 -1.532
C 0.804 -1.508 -1.996
H -1.170 -0.373 1.524
H -1.458 1.298 1.644
H 0.083 0.754 2.013
H -0.994 0.499 -0.641
H 0.835 2.670 0.653
H 0.540 2.619 -1.065
H -0.704 3.025 0.082
H 0.915 -1.004 0.349
H 1.867 0.417 0.516
H 2.304 -0.224 -1.754
H 0.827 -1.427 -3.085
H -0.174 -1.704 -1.538
H 1.380 -2.358 -1.604
H -1.686 -2.664 1.827
H -2.950 -1.856 1.720
O -1.976 -1.740 1.667


[12]
21
Properties=species:S:1:pos:R:3 method="wB97M-V/def2-TZVPD" e_homo_ev=-8.94 orbital_gap_ha=0.3608 smiles="CCN[C@H](C)C=O.O" relative_energy_kj_mol=174.5 total_charge=0
C 0.454 2.276 -1.421
C 0.765 0.976 -0.731
N -0.482 0.208 -0.489
C -0.288 -1.230 -0.221
C -1.093 -2.054 -1.220
C -0.778 -1.479 1.197
O -0.079 -1.444 2.177
H 0.060 2.029 -2.403
H -0.086 3.017 -0.834
H 1.395 2.795 -1.605
H 1.378 0.334 -1.348
H 1.288 1.031 0.232
H -1.036 0.696 0.194
H 0.780 -1.419 -0.242
H -1.222 -3.098 -0.898
H -0.548 -2.028 -2.158
H -2.092 -1.640 -1.338
H -1.863 -1.723 1.245
O 1.124 1.286 3.443
H 1.915 0.779 3.196
H 0.404 0.687 3.223